DFT (wB97M-V/def2-TZVPD) results for a 2-piece molecular cluster, H4N2O2S overall at a distorted geometry.

Each line ends with the Löwdin spin population.
Positions of all 9 atoms, in Å:
N  -1.45  0.87  -0.08  0.15
N  1.51  0.17  0.48  0.75
O  -0.89  -1.49  -0.69  0.30
O  2.13  -0.84  -0.23  0.23
S  -0.88  -0.62  0.42  0.54
H  -2.05  0.90  -0.90  0.01
H  -1.86  1.52  0.64  0.00
H  1.43  -0.16  1.42  0.02
H  2.06  -0.35  -1.05  0.00

Summary:
2S+1	3
molar mass	96.1	g mol⁻¹
electronic energy	-17970.300	eV
gap between HOMO and LUMO (spin up / spin down)	7.60 / 9.56	eV
energy relative to the best compared isomer or geometry (same formula, charge and spin)	55.3	kJ/mol
HOMO (spin up / spin down)	-0.252 / -0.381	Eh